{"formula": "C24H27N9O4ReS", "method": "ωB97M-V/def2-TZVPD", "symbols": ["Re", "N", "C", "S", "N", "N", "C", "C", "C", "C", "C", "C", "C", "O", "H", "H", "H", "H", "H", "H", "H", "C", "N", "C", "C", "C", "N", "C", "O", "N", "H", "H", "H", "H", "H", "H", "H", "C", "N", "C", "C", "C", "O", "N", "C", "O", "H", "H", "H", "H", "H", "C", "C", "C", "C", "C", "C", "N", "H", "H", "H", "H", "H", "H", "H", "H"], "xyz": [[1.01810, 1.35549, 0.57417], [3.31735, 3.16233, -2.67091], [2.31122, 2.72185, -1.86483], [2.52411, 2.96948, -0.12547], [1.26400, 2.17253, -2.36316], [0.31710, 1.90524, -1.35742], [-0.88025, 2.20827, -1.71211], [-1.98578, 2.37906, -0.81041], [-3.25683, 2.66407, -1.32671], [-4.29189, 3.02332, -0.49490], [-4.06057, 3.13508, 0.87681], [-2.81792, 2.86756, 1.40521], [-1.78054, 2.46618, 0.56739], [-0.59228, 2.18934, 1.12686], [4.23802, 3.16213, -2.26378], [3.26463, 2.86623, -3.63282], [-1.01913, 2.48519, -2.75400], [-3.40679, 2.60935, -2.39858], [-5.27114, 3.23461, -0.90214], [-4.86730, 3.42769, 1.53616], [-2.62543, 2.93120, 2.46703], [-5.86776, -1.58358, 0.18238], [-4.62013, -1.65703, -0.55899], [-4.43834, -2.53582, -1.56814], [-3.26739, -2.60288, -2.23483], [-2.24790, -1.68648, -1.82059], [-2.41924, -0.80464, -0.86305], [-3.58189, -0.77897, -0.15685], [-3.79122, -0.05414, 0.80015], [-1.05359, -1.68161, -2.45447], [-6.53065, -2.37365, -0.16483], [-6.33992, -0.61357, 0.03297], [-5.67365, -1.70206, 1.24599], [-5.27758, -3.17938, -1.79811], [-3.11097, -3.31160, -3.03267], [-0.80289, -2.48746, -3.00041], [-0.29659, -1.25240, -1.93610], [6.30206, -1.09839, 1.78610], [5.01444, -0.48846, 2.08629], [4.51216, -0.50532, 3.34488], [3.31171, 0.02787, 3.65112], [2.58249, 0.56207, 2.55191], [1.41339, 1.07417, 2.62503], [3.06079, 0.54759, 1.30633], [4.30396, 0.07432, 1.00546], [4.83221, 0.13233, -0.08816], [6.88850, -1.15592, 2.70035], [6.82017, -0.48860, 1.05240], [6.16713, -2.09832, 1.37299], [5.14658, -0.96485, 4.09113], [2.91268, 0.02958, 4.65130], [-0.67608, -1.06479, 2.01992], [0.32877, -1.51969, 1.00967], [0.71457, -2.80341, 0.71546], [1.60504, -2.73451, -0.38746], [1.73298, -1.41186, -0.73549], [2.47496, -0.84357, -1.90287], [0.95824, -0.65714, 0.12592], [-1.43464, -1.83905, 2.14348], [-1.21584, -0.17519, 1.69051], [-0.23718, -0.85653, 2.99653], [0.35024, -3.68904, 1.21265], [2.06177, -3.55867, -0.91419], [2.66541, -1.64502, -2.61958], [3.43008, -0.40273, -1.62336], [1.89442, -0.07782, -2.41717]], "forces_ev_per_a": [[0.261, 0.647, -0.158], [-0.005, 0.012, -0.006], [0.019, 0.022, 0.154], [-0.076, -0.170, -0.065], [-0.055, 0.080, -0.109], [0.212, -0.099, 0.037], [-0.049, -0.089, 0.037], [-0.028, -0.031, -0.048], [0.001, 0.010, -0.011], [0.014, 0.002, -0.021], [-0.010, 0.002, 0.011], [0.009, -0.024, 0.027], [-0.090, -0.013, -0.005], [0.107, -0.156, 0.001], [-0.002, 0.000, -0.001], [-0.008, -0.008, 0.000], [0.008, -0.008, -0.004], [0.003, -0.010, -0.006], [-0.007, -0.001, -0.002], [0.000, -0.001, 0.003], [0.007, 0.001, 0.009], [-0.019, -0.020, 0.008], [0.029, 0.013, 0.002], [0.051, 0.019, 0.006], [-0.037, -0.006, 0.002], [0.008, 0.057, -0.024], [-0.042, -0.067, 0.120], [-0.060, -0.044, -0.022], [-0.013, 0.043, -0.007], [0.071, 0.003, 0.016], [0.000, 0.009, -0.008], [0.004, 0.007, 0.014], [-0.003, -0.003, 0.001], [0.005, 0.001, -0.002], [-0.007, -0.002, -0.008], [0.005, -0.006, 0.017], [0.036, 0.004, -0.002], [0.034, 0.009, -0.004], [-0.032, -0.014, -0.014], [0.024, 0.030, 0.030], [0.018, -0.007, 0.020], [0.060, -0.070, -0.104], [-0.103, -0.005, 0.046], [-0.128, -0.312, 0.071], [0.079, 0.139, 0.018], [-0.019, -0.022, -0.030], [-0.013, -0.015, 0.006], [0.009, -0.002, 0.010], [0.002, 0.010, -0.022], [-0.006, -0.002, 0.004], [-0.023, 0.005, -0.001], [-0.071, -0.004, 0.035], [-0.017, -0.150, -0.020], [-0.089, 0.067, 0.035], [-0.048, 0.056, -0.096], [0.104, -0.075, -0.038], [-0.038, -0.015, -0.054], [-0.190, 0.240, 0.100], [0.043, -0.022, 0.029], [0.014, -0.032, -0.006], [0.018, 0.032, -0.005], [0.000, -0.016, -0.001], [0.009, -0.008, -0.002], [0.053, -0.006, 0.039], [0.005, 0.042, 0.022], [-0.032, -0.029, -0.022]], "homo_lumo_gap_ev": [6.86, 6.50], "relative_energy_kj_mol": 21.3, "multiplicity": 2}

=====

{"formula": "C24H27NOSiZn", "method": "ωB97M-V/def2-TZVPD", "symbols": ["C", "C", "C", "H", "C", "C", "H", "H", "H", "H", "Zn", "C", "H", "H", "H", "Si", "C", "C", "H", "C", "H", "C", "H", "C", "H", "C", "H", "C", "C", "H", "C", "H", "C", "H", "C", "H", "C", "H", "H", "H", "O", "C", "C", "C", "C", "C", "C", "N", "H", "H", "H", "H", "H", "H", "H"], "xyz": [[0.67225, 2.28927, 3.85348], [1.13882, 2.39589, 2.52595], [-0.01112, 2.48923, 1.66817], [2.17809, 2.49598, 2.19257], [-1.18657, 2.32050, 2.47954], [-0.75100, 2.20744, 3.81571], [-1.38431, 2.06391, 4.69641], [1.29001, 2.34832, 4.74578], [-0.00390, 2.80635, 0.62196], [-2.21041, 2.33529, 2.10585], [0.35214, 0.06726, 1.22216], [-2.32242, -3.20887, -1.56755], [-2.79998, -2.51981, -2.25030], [-2.66594, -3.06089, -0.53563], [-1.23526, -3.10377, -1.63934], [-0.45396, 0.29546, -1.25505], [1.06022, -0.21252, -2.17011], [2.15102, 0.66676, -2.33616], [2.26735, 1.53068, -1.68722], [3.04178, 0.45134, -3.39142], [3.81984, 1.18716, -3.62464], [2.92346, -0.70507, -4.16956], [3.60427, -0.87701, -5.00946], [1.94678, -1.66577, -3.87630], [1.87566, -2.59350, -4.44739], [1.03102, -1.43827, -2.85046], [0.26751, -2.16646, -2.60038], [-1.55559, 1.02769, -2.68004], [-1.01031, 1.28542, -3.96622], [0.03187, 1.03459, -4.18003], [-1.76549, 1.84373, -5.00743], [-1.28685, 2.07287, -5.96760], [-3.11777, 2.14548, -4.80738], [-3.68690, 2.66811, -5.58196], [-3.72415, 1.74288, -3.61094], [-4.80478, 1.88025, -3.48724], [-2.95881, 1.20756, -2.56702], [-3.45776, 0.90424, -1.64607], [0.27093, 1.17173, -0.21989], [-2.57633, -4.19251, -1.87165], [2.57577, -0.28079, 1.89586], [2.73231, -1.13525, 3.05640], [1.38891, -1.39709, 3.67552], [1.33270, -2.09359, 4.88310], [0.08972, -2.30069, 5.47460], [-1.04478, -1.74225, 4.86964], [-0.89146, -1.01388, 3.69190], [0.28714, -0.93857, 3.03495], [3.43631, 0.10482, 1.67962], [3.19372, -2.09667, 2.77279], [3.39486, -0.65552, 3.79768], [2.28689, -2.45652, 5.29167], [0.02023, -2.85466, 6.40529], [-2.03022, -1.85458, 5.30033], [-1.72550, -0.47568, 3.24755]], "forces_ev_per_a": [[-0.342, -0.160, -0.473], [-0.305, 0.395, 0.076], [-0.096, -0.836, 0.113], [-0.472, 0.168, 0.226], [0.687, -0.075, 0.118], [0.260, 0.067, 0.071], [0.174, 0.137, -0.362], [-0.129, -0.285, -0.130], [0.007, -0.086, 0.656], [0.291, 0.056, 0.196], [-0.888, 0.979, 0.194], [0.396, 0.414, 0.441], [-0.079, 0.333, 0.007], [0.193, 0.150, -0.348], [-0.320, 0.084, 0.217], [-0.086, -0.968, 1.336], [0.807, -0.278, 0.203], [-0.169, -0.551, -0.865], [-0.240, 0.066, -0.241], [0.178, -0.204, 0.147], [-0.230, -0.346, 0.176], [-0.091, -0.172, -0.154], [-0.233, 0.115, 0.322], [0.126, -0.093, 0.121], [0.190, 0.277, 0.073], [0.582, 0.745, -0.549], [0.013, 0.109, -0.246], [-0.634, 0.264, -0.280], [0.094, -0.050, 0.252], [-0.237, 0.199, 0.204], [-0.142, 0.108, 0.377], [-0.173, -0.125, 0.457], [0.241, -0.337, 0.180], [0.126, -0.350, 0.255], [0.116, 0.256, 0.000], [0.469, -0.042, 0.052], [0.440, -0.026, -0.057], [0.095, 0.158, -0.161], [0.066, 1.102, -1.669], [-0.283, -1.053, -0.279], [0.228, -0.828, 0.509], [0.248, 0.287, -0.677], [-0.699, 0.114, -0.275], [0.017, 0.173, -0.368], [-0.002, 0.242, -0.361], [0.635, 0.141, -0.080], [0.167, -0.505, -0.079], [0.363, 0.044, 1.181], [-0.371, -0.026, -0.082], [-0.110, 0.297, -0.054], [-0.356, -0.068, -0.241], [-0.655, 0.134, 0.040], [-0.091, 0.036, -0.136], [0.075, 0.101, 0.059], [0.150, -0.284, -0.092]], "homo_lumo_gap_ev": 6.31, "relative_energy_kj_mol": 4.8}

=====

{"formula": "C24H28BBr4N6O2Y", "method": "ωB97M-V/def2-TZVPD", "symbols": ["Y", "C", "C", "C", "C", "C", "C", "N", "N", "B", "N", "C", "C", "C", "N", "C", "C", "C", "N", "C", "C", "C", "N", "C", "C", "C", "H", "H", "H", "H", "H", "H", "H", "H", "H", "H", "H", "H", "H", "H", "H", "H", "H", "H", "H", "H", "H", "H", "H", "H", "H", "H", "H", "H", "Br", "C", "C", "Br", "C", "Br", "C", "O", "C", "O", "C", "Br"], "xyz": [[0.03143, 0.29860, 0.20438], [-1.93527, -0.00977, 3.19795], [-0.74541, -0.56047, 3.98102], [-1.21625, -1.28507, 5.23682], [0.13060, -1.45443, 3.14537], [0.49621, -2.78881, 3.35378], [1.27346, -3.11044, 2.25917], [1.37661, -2.04532, 1.45777], [0.66947, -1.00152, 2.01836], [2.29190, -1.93056, 0.17605], [3.05374, -0.57420, 0.21149], [4.37222, -0.36021, 0.20140], [4.60551, 1.00493, 0.16666], [3.32767, 1.57560, 0.15815], [2.40070, 0.62182, 0.18580], [2.88815, 3.01896, 0.10074], [2.04327, 3.29028, -1.14374], [4.07783, 3.96546, 0.16369], [1.46788, -2.03058, -1.15024], [1.41327, -3.01738, -2.05594], [0.54525, -2.65608, -3.06989], [0.08449, -1.38378, -2.70683], [0.65339, -1.01633, -1.56857], [-0.92320, -0.48825, -3.36055], [-0.46964, 0.00710, -4.72845], [-2.27935, -1.18968, -3.43284], [-2.59396, 0.54432, 3.87061], [-2.50158, -0.80757, 2.71359], [-1.67258, 0.70839, 2.41526], [-0.12146, 0.28372, 4.29012], [-1.88792, -2.11171, 4.98048], [-1.77118, -0.60136, 5.88126], [-0.38723, -1.69471, 5.81817], [0.22447, -3.42830, 4.17581], [1.78741, -4.02134, 1.99196], [3.08067, -2.84662, 0.19723], [5.04539, -1.20336, 0.21502], [5.56038, 1.50329, 0.15095], [2.26723, 3.20702, 0.98301], [2.60293, 3.03670, -2.04754], [1.76415, 4.34427, -1.19371], [1.10082, 2.74000, -1.17711], [4.72050, 3.83004, -0.71213], [4.68662, 3.81090, 1.05635], [3.73160, 5.00007, 0.16400], [2.00084, -3.91174, -1.91176], [0.27933, -3.23559, -3.93925], [-1.03354, 0.38816, -2.71248], [-0.31051, -0.83034, -5.41411], [0.46381, 0.56956, -4.67412], [-1.23246, 0.65400, -5.16645], [-2.24596, -2.01258, -4.15531], [-3.05274, -0.49003, -3.76005], [-2.58125, -1.60549, -2.47015], [-6.40616, 3.03552, -0.59722], [-4.98801, 1.81641, -0.37278], [-5.21702, 0.44925, -0.30900], [-6.96518, -0.23641, -0.45376], [-4.13963, -0.43570, -0.14038], [-4.37408, -2.30072, -0.03471], [-2.83442, 0.02958, -0.04359], [-1.77084, -0.77633, 0.09978], [-2.61151, 1.42734, -0.10224], [-1.32234, 1.86246, -0.00108], [-3.67289, 2.29737, -0.26702], [-3.25564, 4.13163, -0.34915]], "forces_ev_per_a": [[0.498, 0.446, 0.223], [-0.219, 0.116, -0.065], [0.205, -0.021, 0.117], [-0.168, -0.110, 0.094], [-0.189, -0.001, 0.102], [-0.028, 0.002, -0.098], [0.153, -0.114, -0.070], [0.086, 0.434, 0.002], [0.370, -0.594, -0.148], [0.166, -0.167, 0.014], [-0.328, -0.045, -0.020], [0.091, -0.042, -0.022], [-0.024, -0.135, 0.014], [-0.147, 0.265, -0.041], [0.485, -0.316, -0.001], [0.086, -0.147, 0.162], [-0.021, 0.108, -0.200], [0.123, 0.100, -0.148], [0.008, 0.341, -0.004], [0.051, -0.118, 0.042], [0.089, -0.058, 0.042], [0.016, -0.091, -0.184], [0.378, -0.358, 0.011], [-0.126, -0.001, 0.159], [0.057, -0.067, -0.222], [-0.164, -0.098, -0.159], [-0.018, -0.105, 0.013], [-0.010, 0.000, 0.091], [0.181, -0.041, 0.040], [0.012, 0.038, 0.051], [0.066, 0.079, -0.007], [0.024, -0.015, -0.035], [0.001, 0.065, -0.065], [0.019, 0.023, -0.048], [-0.065, 0.013, 0.092], [-0.180, 0.191, 0.005], [0.039, 0.103, -0.002], [-0.073, -0.018, 0.004], [-0.024, -0.021, 0.024], [-0.001, 0.034, 0.025], [0.068, -0.001, 0.007], [0.007, -0.112, 0.110], [-0.030, 0.024, 0.058], [-0.067, -0.038, -0.012], [0.033, -0.027, 0.007], [-0.056, 0.044, -0.048], [0.025, 0.047, 0.062], [-0.016, 0.031, 0.070], [-0.031, 0.020, 0.047], [-0.008, -0.010, 0.063], [0.025, -0.021, 0.030], [0.010, 0.065, 0.048], [0.053, -0.035, 0.005], [0.084, 0.074, 0.013], [-0.037, -0.020, -0.005], [0.227, 0.059, 0.016], [0.134, -0.119, 0.024], [-0.050, -0.004, 0.003], [-0.109, 0.139, -0.014], [-0.008, -0.058, 0.007], [0.300, -0.391, 0.025], [-1.327, 0.291, -0.195], [0.789, 0.448, 0.014], [-1.219, -0.060, -0.105], [-0.183, -0.066, -0.013], [-0.032, 0.043, -0.001]], "homo_lumo_gap_ev": 7.81, "relative_energy_kj_mol": 16.4}

=====

Question: Which formula does entry 3 have?
Answer: C24H28BBr4N6O2Y

=====

Question: Which formula does entry 1 have?
Answer: C24H27N9O4ReS